# 1
A structure of composition C10H17N5NiO6P2S, computed with ωB97M-V/def2-TZVPD.

Each line ends with the Mulliken spin population.
Element x y z (Å)
Ni -0.516 0.035 0.112  1.7482
C -2.900 -3.568 -0.186  0.0023
C -1.942 -2.433 -0.360  0.0152
N -1.491 -1.724 0.614  0.0397
N -1.840 -2.023 1.876  0.0023
C -1.722 -1.017 2.706  -0.0035
N -1.922 -1.265 4.018  0.0070
S -1.359 0.617 2.249  0.0807
C -1.467 -2.030 -1.692  -0.0043
C -1.679 -2.787 -2.837  0.0029
C -1.162 -2.343 -4.043  -0.0024
C -0.457 -1.152 -4.081  0.0031
C -0.308 -0.439 -2.901  -0.0013
N -0.801 -0.864 -1.748  0.0372
H -3.157 -3.658 0.864  -0.0004
H -2.457 -4.505 -0.529  0.0002
H -3.802 -3.386 -0.774  0.0006
H -2.221 -2.182 4.302  -0.0018
H -2.045 -0.488 4.638  -0.0011
H -2.232 -3.714 -2.775  0.0004
H -1.305 -2.925 -4.944  -0.0003
H -0.031 -0.777 -5.001  0.0004
H 0.203 0.515 -2.870  0.0017
N 2.446 2.943 1.811  -0.0008
C 2.120 2.298 0.481  0.0026
C 3.147 2.760 -0.548  -0.0006
P 0.450 2.963 -0.084  -0.0010
O -0.075 3.394 1.418  -0.0008
O 0.686 4.161 -0.906  0.0014
O -0.445 1.884 -0.642  0.0288
P 2.395 0.470 0.793  0.0052
O 1.992 0.488 2.388  -0.0001
O 3.846 0.230 0.675  0.0026
O 1.435 -0.415 0.033  0.0346
H 2.333 3.954 1.753  0.0001
H 3.398 2.683 2.078  0.0001
H 1.794 2.564 2.506  -0.0002
H 3.098 3.842 -0.666  0.0003
H 2.902 2.318 -1.513  0.0002
H 4.150 2.433 -0.272  0.0004
H -1.027 3.574 1.358  0.0007
H 1.964 -0.430 2.698  -0.0002

Its expectation value of S² is 2.01. For the energy above the lowest of the compared OMol25 structures with the same formula, charge and spin, the calculation gives 0.903 eV. As for the multiplicity: 3. The calculation puts the total energy at -3705.98043 hartree. Its HOMO energy (spin up / spin down) is -7.9 / -8.0 eV. As for the frontier orbital gap (spin up / spin down): 7.705 / 7.663 eV.

=====

# 2
An isolated molecule of C18H20N2O5 at a distorted geometry, computed with ωB97M-V/def2-TZVPD.

Each line ends with the natural charge from an NBO analysis.
Element x y z (Å)
C 4.659 0.464 1.468  -0.5937
C 3.499 0.022 0.582  -0.2307
C 3.756 0.367 -0.884  -0.4010
C 2.696 -0.284 -1.772  -0.3873
C 1.274 -0.129 -1.194  0.0255
C 1.234 0.966 -0.116  -0.3941
C 2.179 0.662 1.047  -0.4077
N 0.297 0.146 -2.226  -0.6213
C -0.752 -0.708 -2.223  0.8009
O -1.754 -0.668 -2.884  -0.6064
N -0.436 -1.698 -1.281  -0.4798
C -1.303 -2.816 -1.005  -0.3317
C -2.717 -2.374 -0.626  0.5864
O -3.678 -3.019 -0.959  -0.5151
C -2.816 -1.118 0.154  -0.1718
C -1.879 -0.778 1.125  -0.1945
C -1.981 0.408 1.847  -0.2666
C -3.037 1.236 1.550  0.2401
C -3.989 0.892 0.583  0.2850
C -3.909 -0.281 -0.118  -0.2174
O -4.926 1.885 0.503  -0.4833
C -4.546 2.859 1.449  0.2353
O -3.354 2.448 2.089  -0.4726
C 0.736 -1.445 -0.631  0.7206
O 1.221 -2.145 0.223  -0.6014
H 4.822 1.536 1.378  0.1974
H 5.575 -0.048 1.183  0.2073
H 4.448 0.233 2.509  0.2100
H 3.398 -1.065 0.654  0.2210
H 4.740 0.004 -1.185  0.2168
H 3.754 1.451 -1.013  0.1927
H 2.921 -1.347 -1.876  0.2182
H 2.717 0.159 -2.769  0.2170
H 0.209 1.072 0.248  0.2273
H 1.515 1.907 -0.595  0.2052
H 1.688 -0.012 1.749  0.2183
H 2.385 1.596 1.573  0.2075
H 0.276 1.008 -2.742  0.4173
H -1.378 -3.465 -1.883  0.2422
H -0.854 -3.380 -0.181  0.2589
H -1.070 -1.452 1.360  0.2253
H -1.265 0.669 2.609  0.2316
H -4.632 -0.559 -0.866  0.2483
H -4.378 3.823 0.943  0.1602
H -5.343 2.978 2.200  0.1602

For the energy above the lowest of the compared OMol25 structures with the same formula, charge and spin, the calculation gives 0.060 eV. As for the multiplicity: 1. The calculation puts the total energy at -1183.68076 hartree. Its HOMO energy is -8.5 eV. As for the SMILES: C[C@H]1CC[C@]2(CC1)NC(=O)N(CC(=O)c1ccc3c(c1)OCO3)C2=O. As for the frontier orbital gap: 9.018 eV.

=====

# 3
An isolated molecule of C4H7NO at a distorted geometry, computed with ωB97M-V/def2-TZVPD.

Each line ends with the natural charge from an NBO analysis.
Element x y z (Å)
C 0.510 -0.611 -1.636  -0.4133
N 0.055 -0.249 -0.336  -0.4268
C -0.298 1.052 0.184  -0.1973
C -0.468 0.392 1.571  -0.5061
C -0.034 -0.906 0.860  0.6896
O 0.156 -2.057 1.160  -0.5992
H 1.379 0.111 -1.836  0.1907
H 0.774 -1.676 -1.632  0.2374
H -0.245 -0.407 -2.392  0.1987
H -1.179 1.505 -0.274  0.1894
H 0.600 1.740 0.015  0.1777
H 0.230 0.740 2.331  0.2291
H -1.479 0.368 1.984  0.2300

For the energy above the lowest of the compared OMol25 structures with the same formula, charge and spin, the calculation gives 1.138 eV. As for the multiplicity: 1. The calculation puts the total energy at -286.58984 hartree. Its HOMO energy is -9.3 eV. As for the SMILES: CN1CCC1=O. As for the frontier orbital gap: 10.151 eV.

=====

# 4
A structure of composition C39H64CsF4N4O3PSe2 at a distorted geometry, computed with ωB97M-V/def2-TZVPD.

Each line ends with the Mulliken charge.
Element x y z (Å)
Cs 2.580 -0.373 -0.531  1.5172
C 4.095 -2.628 -3.845  -0.9247
N 3.836 -2.942 -2.453  0.6565
C 2.622 -3.725 -2.319  -0.8618
C 4.989 -3.575 -1.838  -1.0939
C 4.811 -3.994 -0.384  -0.9008
N 4.397 -2.872 0.427  -0.2430
C 4.319 -2.997 1.730  0.3415
C 3.880 -1.862 2.498  -0.0345
F 3.565 -0.734 1.799  -0.4267
C 3.753 -1.832 3.855  0.1117
F 3.325 -0.684 4.441  -0.2664
C 4.040 -2.931 4.657  -0.8186
C 4.460 -4.054 3.964  0.0767
F 4.758 -5.174 4.675  -0.3612
C 4.598 -4.108 2.598  0.6859
F 5.016 -5.296 2.070  -0.3728
H 4.265 -3.540 -4.450  0.2954
H 3.251 -2.080 -4.269  0.1036
H 4.991 -2.006 -3.920  0.2719
H 2.748 -4.755 -2.706  0.2268
H 2.326 -3.781 -1.270  0.1985
H 1.816 -3.240 -2.878  0.1085
H 5.284 -4.478 -2.415  0.3713
H 5.823 -2.869 -1.899  0.3447
H 4.092 -4.825 -0.338  0.3812
H 5.774 -4.422 -0.071  0.4430
H 3.942 -2.913 5.731  0.4583
O -2.861 2.364 -4.867  -0.4754
C -2.033 2.017 -5.964  -1.4136
C -0.658 1.418 -5.608  2.7600
C -0.134 0.774 -6.900  -1.5600
O -0.804 -0.427 -7.264  -0.6562
C 0.367 2.504 -5.223  -1.3367
Se -0.118 3.781 -3.786  -0.7477
C -0.834 0.366 -4.488  -0.5179
Se 0.479 -1.121 -4.372  -0.3951
H -2.304 2.956 -4.311  0.1721
H -1.867 2.897 -6.604  0.2216
H -2.588 1.277 -6.546  0.5453
H 0.937 0.581 -6.778  0.4185
H -0.265 1.474 -7.734  0.5245
H -0.520 -1.069 -6.581  0.2583
H 0.604 3.091 -6.115  0.4179
H 1.282 1.998 -4.910  0.3806
H -1.820 -0.088 -4.596  0.4334
H -0.834 0.907 -3.543  -0.8697
N 0.458 -2.555 0.672  -0.6375
C -0.649 -2.858 0.536  0.3687
N -1.928 -3.165 0.352  -0.0112
C -2.253 -4.419 -0.329  -0.8278
C -2.497 -5.532 0.684  -0.5365
C -3.551 -5.103 1.707  -0.7198
C -3.160 -3.788 2.384  -0.7192
C -2.906 -2.709 1.338  -0.1298
H -1.443 -4.653 -1.016  0.5660
H -3.152 -4.242 -0.928  0.3009
H -1.556 -5.758 1.194  0.2800
H -2.811 -6.439 0.163  0.3787
H -3.695 -5.886 2.454  0.3564
H -4.512 -4.971 1.196  0.2953
H -2.247 -3.932 2.969  0.3071
H -3.941 -3.459 3.073  0.3794
H -2.542 -1.783 1.782  -0.1468
H -3.828 -2.474 0.797  0.3539
O 1.457 1.655 0.760  -0.9294
P 0.134 1.987 1.379  0.3210
C -0.076 3.795 1.332  0.3865
C -1.227 4.461 2.130  -0.8983
C -2.173 5.237 1.213  -0.5893
C -1.430 6.315 0.418  -0.8989
C -0.105 5.790 -0.182  -1.0515
C -0.021 4.271 -0.124  -0.5095
C -1.223 1.043 0.593  2.4292
C -0.872 0.642 -0.853  0.1543
C -2.043 -0.139 -1.440  0.7559
C -3.281 0.761 -1.620  -0.8136
C -3.187 2.004 -0.732  -1.0249
C -2.655 1.647 0.659  -0.7068
C 0.152 1.426 3.121  0.2484
C 1.176 2.214 3.950  -1.1715
C 1.185 1.695 5.386  -0.6852
C -0.180 1.906 6.079  -0.7938
C -1.299 2.197 5.074  -0.8879
C -1.205 1.277 3.858  -0.3592
H 0.876 4.098 1.786  0.7331
H -0.798 5.156 2.860  0.5062
H -1.792 3.734 2.714  0.0951
H -2.974 5.689 1.804  0.5614
H -2.654 4.543 0.520  -0.0511
H -1.231 7.169 1.073  0.3662
H -2.083 6.680 -0.378  0.4120
H 0.746 6.206 0.369  0.3807
H 0.005 6.107 -1.220  0.3429
H 0.889 3.916 -0.602  0.7953
H -0.831 3.839 -0.715  -0.7076
H -1.207 0.112 1.178  -0.3796
H 0.027 0.030 -0.873  -2.4036
H -0.637 1.514 -1.474  0.4946
H -2.273 -0.976 -0.771  -0.8672
H -1.741 -0.585 -2.389  0.3253
H -4.188 0.202 -1.359  0.4195
H -3.373 1.066 -2.663  0.1448
H -4.164 2.488 -0.641  0.5714
H -2.526 2.731 -1.210  0.0103
H -3.331 0.909 1.108  0.3567
H -2.698 2.520 1.309  0.6190
H 0.577 0.425 2.981  0.5954
H 0.940 3.284 3.943  0.1786
H 2.160 2.103 3.494  0.6065
H 1.980 2.179 5.956  0.4942
H 1.435 0.633 5.357  0.1461
H -0.120 2.729 6.797  0.3494
H -0.439 1.014 6.657  0.3294
H -1.237 3.237 4.748  0.1118
H -2.275 2.085 5.554  0.5330
H -2.049 1.455 3.189  0.1215
H -1.309 0.243 4.201  0.5272

For the energy above the lowest of the compared OMol25 structures with the same formula, charge and spin, the calculation gives 0.932 eV. As for the charge: -2. As for the multiplicity: 1. The calculation puts the total energy at -7533.10344 hartree. Its HOMO energy is -1.2 eV. As for the frontier orbital gap: 4.472 eV.